## A
Density functional theory data (ωB97M-V with the def2-TZVPD basis set) for the ion C5H14N2 with charge +1.

Properties
- orbital gap (spin up / spin down) (eV) = 10.7 / 6.2
- spin multiplicity = 2
- total charge = +1

```
21
Properties=species:S:1:pos:R:3:lowdin_charge:R:1
N -1.317 -1.294 -1.905 0.056
N 0.356 0.205 1.031 -0.090
C -0.722 -0.265 0.214 -0.123
C -0.239 -0.583 -1.241 -0.419
C 0.144 1.433 1.793 0.018
C 0.272 0.697 -1.898 -0.037
C 1.140 -0.794 1.738 0.012
H 0.570 -1.307 -1.125 0.139
H 0.833 -1.789 1.415 0.110
H -2.015 -0.638 -2.237 0.090
H -0.949 -1.820 -2.687 0.092
H 1.172 1.014 -1.361 0.082
H 1.091 1.839 2.126 0.115
H -1.155 -1.159 0.651 0.148
H -1.507 0.489 0.154 0.139
H 2.169 -0.693 1.382 0.127
H 0.465 0.564 -2.956 0.090
H -0.360 2.149 1.155 0.106
H -0.511 1.179 2.632 0.134
H 1.007 -0.726 2.818 0.123
H -0.443 1.500 -1.701 0.086
```


## B
Density functional theory data (ωB97M-V with the def2-TZVPD basis set) for the ion C5H14N2 with charge +1.

Properties
- orbital gap (spin up / spin down) (eV) = 11.8 / 6.6
- spin multiplicity = 2
- total charge = +1

```
21
Properties=species:S:1:pos:R:3:lowdin_charge:R:1
N 0.309 1.000 -2.857 0.054
N 0.838 -0.241 -0.843 0.187
C 0.748 -0.249 -2.291 -0.250
C -1.513 -0.593 2.015 -0.071
C -0.120 -0.620 1.377 -0.338
C -0.399 -0.284 -0.115 -0.143
C 0.700 0.595 1.925 -0.055
H 0.435 -1.546 1.505 0.141
H -2.191 -1.191 1.404 0.084
H -0.996 -0.981 -0.701 0.138
H -1.556 -0.997 3.021 0.093
H 1.640 0.295 -0.501 0.173
H 0.881 1.358 1.146 0.077
H -1.025 0.636 -0.133 0.182
H 0.147 1.258 2.595 0.088
H -1.964 0.395 2.059 0.090
H -0.068 -0.943 -2.516 0.131
H 1.042 1.687 -2.975 0.089
H -0.097 0.871 -3.778 0.102
H 1.584 0.283 2.459 0.082
H 1.604 -0.732 -2.796 0.146
```


Top of the stability list: A, leading by 0.762 eV.